Record 1
{
  "formula": "C12H24B2F4N6O5Sn",
  "method": "the ωB97M-V functional and the def2-TZVPD basis",
  "symbols": ["Sn", "C", "C", "N", "O", "B", "F", "F", "O", "N", "C", "C", "C", "N", "O", "B", "F", "F", "O", "N", "C", "C", "C", "H", "H", "H", "H", "H", "H", "H", "H", "H", "H", "H", "H", "C", "C", "C", "C", "N", "N", "H", "H", "H", "H", "H", "H", "H", "H", "H", "H", "H", "H", "O"],
  "xyz": [[-0.094, -0.329, -0.698], [3.988, 1.125, -0.658], [2.560, 0.728, -0.460], [1.945, 1.151, 0.582], [0.608, 0.811, 0.748], [-1.282, -1.015, 2.018], [-1.063, -1.523, 3.192], [-2.009, 0.077, 1.847], [-0.856, -1.623, 0.820], [-0.523, -3.113, 0.622], [0.416, -3.540, 1.371], [0.729, -4.989, 1.158], [1.185, -2.793, 2.404], [1.734, -1.739, 1.952], [2.371, -1.037, 2.966], [3.575, -0.442, 2.661], [4.049, 0.422, 3.517], [4.256, -0.775, 1.578], [3.075, -1.952, -0.866], [2.554, -1.468, -1.811], [1.925, -0.112, -1.539], [1.567, 0.594, -2.842], [1.258, -3.352, 3.787], [4.307, 1.740, 0.181], [4.103, 1.701, -1.579], [4.631, 0.247, -0.720], [0.104, -5.421, 0.381], [0.573, -5.529, 2.093], [1.783, -5.079, 0.890], [1.960, 0.012, -3.676], [1.977, 1.602, -2.858], [-0.177, 1.563, -3.092], [0.380, -3.955, 4.013], [1.343, -2.546, 4.511], [2.144, -3.985, 3.881], [-3.371, 2.437, -2.815], [-3.025, 2.690, -1.354], [-4.200, 2.355, -0.439], [-2.570, 4.129, -1.145], [-1.815, 1.868, -1.003], [-2.088, 0.448, -0.975], [-4.192, 3.089, -3.111], [-3.714, 1.415, -3.005], [-2.529, 2.663, -3.471], [-5.027, 3.034, -0.642], [-3.933, 2.471, 0.614], [-4.594, 1.348, -0.604], [-3.386, 4.807, -1.391], [-1.721, 4.372, -1.783], [-2.294, 4.312, -0.104], [-1.524, 2.110, -0.055], [-2.450, 0.164, -1.887], [-2.785, 0.178, -0.274], [0.122, 0.655, -2.928]],
  "atomic_forces_ev_per_a": [[0.476, 0.499, -0.048], [0.035, 0.004, 0.012], [-0.104, 0.089, 0.206], [0.093, -0.250, -0.237], [-0.296, 0.349, -0.049], [-0.154, -0.197, 0.092], [-0.106, -0.084, -0.121], [0.195, 0.020, -0.047], [0.004, 0.038, 0.107], [0.053, -0.008, -0.021], [0.000, -0.052, 0.001], [-0.007, 0.033, -0.011], [-0.030, -0.002, 0.005], [0.001, 0.001, 0.030], [-0.020, 0.010, -0.035], [0.065, -0.014, -0.087], [0.006, 0.033, 0.038], [-0.051, 0.007, 0.041], [0.042, 0.005, -0.002], [-0.032, 0.080, -0.021], [-0.158, -0.319, -0.130], [0.091, -0.106, 0.106], [0.007, 0.002, 0.001], [-0.002, -0.006, -0.010], [-0.001, -0.002, -0.006], [0.007, 0.009, -0.005], [0.003, -0.001, -0.005], [-0.001, 0.000, 0.010], [-0.007, -0.008, -0.004], [-0.094, 0.000, -0.044], [0.017, -0.010, -0.029], [-0.014, -0.076, -0.038], [0.003, -0.002, 0.000], [-0.001, -0.001, 0.000], [0.002, -0.003, 0.003], [-0.014, 0.054, -0.008], [-0.020, -0.025, -0.036], [-0.004, 0.003, 0.006], [0.018, -0.008, 0.000], [-0.068, 0.119, -0.041], [0.126, -0.346, 0.042], [-0.012, -0.029, 0.010], [-0.006, -0.009, -0.010], [0.021, -0.013, 0.008], [0.001, 0.002, 0.005], [0.000, -0.001, -0.003], [-0.006, -0.003, 0.001], [-0.002, 0.001, -0.002], [-0.002, -0.003, 0.006], [0.000, 0.001, -0.001], [0.008, 0.014, 0.004], [-0.006, 0.172, -0.081], [0.037, 0.018, 0.049], [-0.093, 0.016, 0.348]],
  "charge": 2,
  "homo_energy_ha": -0.577,
  "spin_multiplicity": 1,
  "orbital_gap_ev": 6.907,
  "energy_ha": -1839.31156
}

Record 2
{
  "formula": "C3H4O2Sm",
  "method": "the ωB97M-V functional and the def2-TZVPD basis",
  "symbols": ["H", "O", "O", "C", "C", "C", "H", "H", "H", "Sm"],
  "xyz": [[3.043, 0.811, -0.439], [0.185, 0.870, 0.637], [-0.247, -1.198, 0.380], [-0.739, 0.855, -0.405], [-1.310, -0.518, -0.360], [0.581, -0.353, 0.899], [-1.259, 1.789, -0.590], [-2.247, -0.619, 0.208], [-1.439, -1.010, -1.335], [3.431, -0.628, 1.006]],
  "atomic_forces_ev_per_a": [[-0.470, 0.238, -0.278], [-1.436, 2.450, -3.754], [0.031, 0.084, 0.027], [-0.884, -0.584, 4.360], [1.302, 0.057, -1.096], [0.774, -2.471, 0.522], [0.447, 0.233, -0.587], [-0.059, 0.435, -0.035], [0.024, 0.007, 0.162], [0.271, -0.449, 0.680]],
  "charge": 2,
  "homo_energy_ha": [-0.591, -0.655],
  "spin_multiplicity": 7,
  "orbital_gap_ev": [3.962, 7.297],
  "s2": 12.31,
  "energy_ha": -924.26872
}

Record 3
{
  "formula": "C6H11N",
  "method": "the ωB97M-V functional and the def2-TZVPD basis",
  "symbols": ["C", "C", "C", "N", "H", "H", "H", "H", "H", "C", "C", "C", "H", "H", "H", "H", "H", "H"],
  "xyz": [[-0.585, -2.844, -1.963], [-1.432, -2.036, -1.012], [-1.007, -1.578, 0.142], [-0.637, -1.218, 1.258], [-0.550, -2.380, -2.955], [0.441, -2.938, -1.597], [-0.990, -3.855, -2.086], [-2.466, -1.824, -1.274], [-0.227, -0.279, 1.252], [0.503, 1.574, -0.329], [1.187, 1.703, 0.807], [0.882, 2.702, 1.885], [-0.351, 2.211, -0.554], [0.767, 0.830, -1.077], [2.039, 1.045, 0.987], [0.702, 2.204, 2.845], [1.726, 3.385, 2.034], [-0.002, 3.298, 1.636]],
  "atomic_forces_ev_per_a": [[0.094, -0.066, -0.048], [0.012, 0.070, 0.207], [0.051, 0.097, 0.216], [-0.181, -0.168, -0.545], [-0.005, -0.058, 0.156], [-0.153, 0.022, -0.044], [0.050, 0.151, 0.012], [0.124, -0.012, 0.067], [-0.026, -0.087, -0.010], [0.112, 0.034, 0.140], [-0.082, -0.010, -0.187], [-0.042, 0.049, 0.008], [0.113, -0.082, 0.065], [-0.015, 0.108, 0.134], [-0.113, 0.089, -0.043], [0.036, 0.058, -0.135], [-0.106, -0.107, -0.017], [0.130, -0.088, 0.023]],
  "homo_energy_ha": -0.315,
  "spin_multiplicity": 1,
  "orbital_gap_ev": 9.587,
  "smiles": "CC=C=N.C=CC",
  "energy_ha": -289.89477
}

ΔE to the lowest compared entry with this formula, charge and spin / eV: 0.000 2.908 2.093
Max |F| / Eh/bohr: 0.013 0.092 0.012